1.
Molecular formula: H23O12
Method: DFT, ωB97M-V/def2-TZVPD

Atoms and positions in Å:
O1 -0.03 -0.51 -0.43
H1 -0.33 0.40 -0.03
O2 0.68 1.07 3.06
H2 0.97 0.21 2.92
H3 0.69 1.34 2.16
O3 -2.15 1.80 1.47
H4 -1.90 2.16 2.30
H5 -2.87 2.41 1.26
O4 -1.23 -2.94 -0.03
H6 -0.73 -2.14 -0.17
H7 -1.25 -2.92 0.93
O5 -0.19 -1.62 -2.89
H8 -0.31 -1.28 -1.98
H9 -0.60 -2.49 -2.83
O6 -0.02 2.11 -3.06
H10 -0.69 2.25 -2.41
H11 0.57 1.45 -2.62
O7 -1.55 -1.25 2.81
H12 -0.91 -1.24 3.51
H13 -1.14 -0.74 2.08
O8 2.27 -1.75 -0.91
H14 2.20 -2.25 -1.68
H15 1.36 -1.28 -0.81
O9 2.18 0.86 -2.07
H16 2.48 1.21 -1.25
H17 2.22 -0.06 -1.86
O10 0.98 1.90 0.32
H18 0.39 2.62 -0.11
H19 0.73 1.10 -0.09
O11 1.48 -1.16 1.82
H20 0.96 -1.90 2.15
H21 1.04 -0.96 1.00
O12 -1.93 1.36 -1.14
H22 -1.51 0.52 -1.15
H23 -1.87 1.70 -0.25

For the energy above the lowest of the compared OMol25 structures with the same formula, charge and spin, the calculation gives 2.500 eV. As for the net charge: -1. The HOMO-LUMO gap is 9.58 eV. For the max |F|, the calculation gives 4.2 eV Å⁻¹. The HOMO energy is -7.0 eV. The total energy comes out at -24945.5085 eV.

***

2.
Molecular formula: C5H13NO
Method: DFT, ωB97M-V/def2-TZVPD

Atoms and positions in Å:
C1 -1.52 0.58 -0.01
C2 -2.64 1.47 -0.48
C3 -0.34 1.21 0.78
O1 -0.37 1.94 1.79
N1 0.77 1.51 0.02
H1 -1.83 -0.44 0.31
H2 -1.01 0.24 -0.99
H3 -2.31 2.49 -0.96
H4 -3.35 1.72 0.31
H5 1.40 2.20 0.36
H6 1.02 0.88 -0.72
H7 -3.18 0.76 -1.17
C4 2.21 -2.33 -1.03
C5 1.46 -3.63 -0.48
H8 1.45 -1.54 -0.93
H9 3.12 -2.08 -0.54
H10 2.66 -2.62 -1.98
H11 2.24 -4.22 0.04
H12 1.26 -4.22 -1.33
H13 0.55 -3.36 0.00

For the energy above the lowest of the compared OMol25 structures with the same formula, charge and spin, the calculation gives 1.749 eV. As for the net charge: 0. Its SMILES is CCC(N)=O.CC. The HOMO-LUMO gap is 10.40 eV. For the max |F|, the calculation gives 4.2 eV Å⁻¹. The HOMO energy is -9.6 eV. The total energy comes out at -8932.2622 eV.

***

3.
Molecular formula: C2H4N4S2
Method: DFT, ωB97M-V/def2-TZVPD

Atoms and positions in Å:
C1 2.21 -1.06 0.32
C2 -1.75 1.24 0.31
N1 1.36 -1.82 -0.08
N2 0.09 -1.59 -0.61
N3 -0.79 -0.70 -0.42
N4 -0.75 0.23 0.39
S1 2.87 1.51 -0.76
S2 2.97 0.31 0.80
H1 -1.30 2.19 0.73
H2 -2.27 1.33 -0.76
H3 -2.48 0.84 1.15
H4 -0.15 -2.47 -1.06

For the energy above the lowest of the compared OMol25 structures with the same formula, charge and spin, the calculation gives 5.456 eV. As for the net charge: 0. The HOMO-LUMO gap (alpha / beta) is 6.72 / 6.72 eV. For the max |F|, the calculation gives 4.5 eV Å⁻¹. The HOMO energy (alpha / beta) is -7.9 / -7.9 eV. The total energy comes out at -29763.8738 eV.

***

4.
Molecular formula: C3H6N2
Method: DFT, ωB97M-V/def2-TZVPD

Atoms and positions in Å:
C1 1.51 -0.66 -0.20
N1 0.15 -0.13 0.02
C2 -0.81 1.08 0.09
C3 -2.00 0.26 -0.14
N2 -2.62 -0.71 -0.30
H1 1.41 -1.74 0.04
H2 2.30 -0.29 0.46
H3 1.87 -0.66 -1.23
H4 -0.19 -0.66 0.80
H5 -0.93 1.61 1.07
H6 -0.77 1.90 -0.65

For the energy above the lowest of the compared OMol25 structures with the same formula, charge and spin, the calculation gives 2.525 eV. As for the net charge: 0. Its SMILES is CNCC#N. The HOMO-LUMO gap is 9.67 eV. For the max |F|, the calculation gives 1.2 eV Å⁻¹. The HOMO energy is -9.0 eV. The total energy comes out at -6186.0200 eV.